C5H8N | wB97M-V/def2-TZVPD

- Energy relative to the best compared isomer or geometry (same formula, charge and spin): 9.393 eV
- Orbital gap (alpha / beta): 9.87 / 3.80 eV
- Lowest unoccupied orbital energy (alpha / beta): -5.09 / -7.75 eV
- HOMO (alpha / beta): -0.550 / -0.424 Ha
- Charge: +1

Positions of all 14 atoms, in Å:
N  -1.545  0.175  -0.162
C  2.984  1.053  -0.299
C  -1.871  -1.793  0.683
C  -1.486  1.383  -0.565
C  -0.650  -0.822  0.252
C  -2.268  -0.978  -0.466
H  -2.758  -1.170  -1.342
H  -0.683  2.119  -0.235
H  4.082  0.928  -0.463
H  -2.334  -1.631  1.653
H  -1.705  -2.992  0.527
H  -2.252  1.793  -1.175
H  2.714  1.972  0.210
H  2.327  0.263  -0.523



C5H8N | wB97M-V/def2-TZVPD

- Energy relative to the best compared isomer or geometry (same formula, charge and spin): 3.012 eV
- Structure (SMILES): C=C1C=[N+](C)C1
- Orbital gap: 9.56 eV
- Lowest unoccupied orbital energy: -5.13 eV
- HOMO: -0.540 Ha
- Charge: +1

Positions of all 14 atoms, in Å:
N  0.835  -0.121  -0.152
C  -0.171  1.006  -0.183
C  -1.270  -0.111  -0.092
C  2.291  -0.086  0.052
C  -0.021  -1.065  0.017
C  -2.670  -0.131  0.047
H  -3.259  0.786  0.040
H  0.234  -2.114  0.292
H  2.562  -0.712  -0.822
H  -0.047  1.583  -1.004
H  2.460  -0.563  0.957
H  2.578  0.944  -0.020
H  -0.315  1.651  0.781
H  -3.206  -1.069  0.087



C5H8N | wB97M-V/def2-TZVPD

- Energy relative to the best compared isomer or geometry (same formula, charge and spin): 6.526 eV
- Orbital gap (alpha / beta): 9.54 / 9.54 eV
- Lowest unoccupied orbital energy (alpha / beta): -6.08 / -6.08 eV
- HOMO (alpha / beta): -0.574 / -0.574 Ha
- Charge: +1

Positions of all 14 atoms, in Å:
N  1.985  -0.762  0.194
C  1.941  -1.803  -0.441
C  -1.781  2.393  -1.149
C  1.682  0.552  0.356
C  3.014  -1.731  0.590
C  1.301  1.670  0.671
H  -2.748  2.746  -1.352
H  2.764  -2.310  1.608
H  4.050  -1.572  0.355
H  -1.112  2.220  -2.077
H  1.254  -2.439  -1.014
H  0.689  2.585  0.831
H  -1.824  1.453  -0.554
H  -1.314  3.056  -0.412



C5H8N | wB97M-V/def2-TZVPD

- Energy relative to the best compared isomer or geometry (same formula, charge and spin): 3.255 eV
- Orbital gap (alpha / beta): 7.88 / 9.12 eV
- Lowest unoccupied orbital energy (alpha / beta): -3.75 / -7.16 eV
- Multiplicity: 3
- HOMO (alpha / beta): -0.427 / -0.598 Ha
- Charge: +1

Positions of all 14 atoms, in Å:
N  1.187  0.277  0.017
C  0.324  -0.669  -0.132
C  -2.512  -0.573  0.250
C  2.635  0.264  0.041
C  -2.256  0.827  -0.098
C  -1.155  -0.080  -0.086
H  -2.855  -0.849  1.322
H  -2.675  1.762  -0.328
H  3.047  1.218  -0.356
H  0.555  -1.706  -0.302
H  -3.089  -1.099  -0.527
H  3.156  0.003  1.011
H  2.974  -0.596  -0.790
H  0.665  1.222  -0.022



C5H8N2 | wB97M-V/def2-TZVPD

- Energy relative to the best compared isomer or geometry (same formula, charge and spin): 4.013 eV
- Orbital gap (alpha / beta): 7.66 / 7.66 eV
- Lowest unoccupied orbital energy (alpha / beta): 0.45 / 0.45 eV
- HOMO (alpha / beta): -0.265 / -0.265 Ha
- Charge: 0

Positions of all 15 atoms, in Å:
N  -1.218  0.441  0.318
N  0.557  -0.766  1.081
C  -0.039  0.849  -0.401
C  0.984  0.108  0.045
C  -0.687  -0.524  1.245
C  2.393  0.046  -0.433
C  -2.313  -0.218  -0.670
H  2.604  0.846  -1.147
H  3.084  0.125  0.412
H  -1.710  1.213  0.765
H  -2.999  -0.678  0.069
H  -1.361  -1.010  1.942
H  2.579  -0.918  -0.919
H  -1.724  -1.056  -1.087
H  -0.150  1.542  -1.221



C5H8N2 | wB97M-V/def2-TZVPD

- Energy relative to the best compared isomer or geometry (same formula, charge and spin): 5.504 eV
- Orbital gap (alpha / beta): 9.37 / 8.15 eV
- Lowest unoccupied orbital energy (alpha / beta): -0.22 / -0.73 eV
- HOMO (alpha / beta): -0.352 / -0.326 Ha
- Charge: 0

Positions of all 15 atoms, in Å:
N  1.272  2.090  0.364
N  0.348  -1.070  -0.406
C  0.346  0.210  -1.165
C  -0.936  -0.451  -0.828
C  0.791  1.342  -0.378
C  -1.994  0.127  0.078
C  1.752  -0.654  1.270
H  -1.556  0.775  0.839
H  -1.385  -0.952  -1.702
H  -2.730  0.707  -0.495
H  2.093  -0.333  0.329
H  1.382  0.071  1.998
H  0.707  0.219  -2.198
H  2.440  -1.389  1.726
H  -2.531  -0.691  0.567



C5H8N2 | wB97M-V/def2-TZVPD

- Energy relative to the best compared isomer or geometry (same formula, charge and spin): 2.241 eV
- Structure (SMILES): N=C1CC2(CN2)C1
- Orbital gap: 10.50 eV
- Lowest unoccupied orbital energy: 0.91 eV
- HOMO: -0.353 Ha
- Charge: 0

Positions of all 15 atoms, in Å:
N  -0.994  -1.503  -0.918
N  1.751  2.051  0.588
C  -0.849  -1.596  0.541
C  -0.515  0.993  -0.041
C  -0.221  -0.502  -0.219
C  0.994  1.161  0.113
C  1.274  -0.238  -0.410
H  1.560  -0.227  -1.469
H  1.982  -0.853  0.154
H  -1.137  1.313  0.802
H  1.181  2.848  0.885
H  -1.703  -1.352  1.171
H  -0.247  -2.432  0.892
H  -0.875  1.468  -0.963
H  -1.913  -1.144  -1.161



C5H8N2 | wB97M-V/def2-TZVPD

- Energy relative to the best compared isomer or geometry (same formula, charge and spin): 0.463 eV
- Structure (SMILES): Cc1c[nH]c(N)c1
- Orbital gap: 8.22 eV
- Lowest unoccupied orbital energy: 0.97 eV
- HOMO: -0.266 Ha
- Charge: 0

Positions of all 15 atoms, in Å:
N  1.086  1.170  -0.310
N  2.544  -0.754  0.299
C  -2.357  -0.219  0.087
C  0.107  -0.723  0.311
C  -0.920  0.194  -0.017
C  -0.328  1.366  -0.404
C  1.310  -0.120  0.090
H  3.335  -0.457  -0.250
H  2.399  -1.748  0.171
H  -2.520  -0.712  1.051
H  1.856  1.752  -0.625
H  -2.582  -0.965  -0.687
H  -3.076  0.597  -0.010
H  -0.831  2.328  -0.436
H  -0.024  -1.708  0.733